{
  "formula": "C18H22N2O2S",
  "method": "the ωB97M-V functional and the def2-TZVPD basis",
  "homo_lumo_gap_ha": 0.331,
  "charge": 0,
  "e_homo_ev": -8.6,
  "e_above_lowest_ev": 0.860,
  "elements": ["C", "C", "C", "C", "C", "C", "S", "C", "C", "C", "N", "C", "C", "C", "C", "C", "O", "C", "C", "C", "C", "O", "N", "H", "H", "H", "H", "H", "H", "H", "H", "H", "H", "H", "H", "H", "H", "H", "H", "H", "H", "H", "H", "H", "H"],
  "xyz": [[1.55, 5.04, -4.00], [0.35, 4.10, -4.05], [0.72, 2.63, -3.82], [1.16, 2.35, -2.38], [1.55, 0.89, -2.14], [0.37, -0.05, -2.31], [0.74, -1.73, -1.74], [0.72, -1.71, 0.02], [0.34, -0.75, 0.88], [-0.15, 0.53, 0.57], [-0.55, 1.59, 0.43], [0.35, -1.04, 2.38], [-0.98, -1.58, 2.86], [-1.39, -1.28, 4.16], [-2.57, -1.78, 4.66], [-3.38, -2.60, 3.87], [-4.54, -3.07, 4.39], [-2.97, -2.90, 2.57], [-1.78, -2.39, 2.08], [1.49, -2.02, 2.70], [1.48, -3.22, 1.80], [1.79, -4.34, 2.13], [1.14, -2.94, 0.50], [1.25, 6.05, -4.25], [2.31, 4.72, -4.71], [2.00, 5.06, -3.01], [-0.12, 4.19, -5.03], [-0.38, 4.41, -3.30], [-0.16, 2.02, -4.05], [1.52, 2.34, -4.51], [0.36, 2.62, -1.69], [2.03, 2.97, -2.14], [2.35, 0.60, -2.82], [1.93, 0.81, -1.12], [-0.52, 0.30, -1.78], [0.12, -0.19, -3.37], [0.54, -0.10, 2.91], [-0.78, -0.65, 4.78], [-2.90, -1.55, 5.66], [-4.99, -3.62, 3.75], [-3.59, -3.53, 1.95], [-1.50, -2.64, 1.07], [1.43, -2.35, 3.74], [2.46, -1.52, 2.56], [1.23, -3.70, -0.17]]
}



{
  "formula": "CH4O4P",
  "method": "the ωB97M-V functional and the def2-TZVPD basis",
  "homo_lumo_gap_ha": 0.337,
  "charge": -1,
  "e_homo_ev": -5.0,
  "e_above_lowest_ev": 0.000,
  "elements": ["O", "P", "O", "C", "O", "O", "H", "H", "H", "H"],
  "xyz": [[1.41, 0.73, -1.29], [1.42, -0.21, -0.16], [2.54, -0.17, 0.77], [-0.23, 0.11, 0.68], [-1.43, -0.39, -0.15], [-0.28, 1.50, 0.82], [1.35, -1.61, -0.56], [-0.39, -0.23, 1.67], [-1.34, -0.42, -1.04], [0.29, 1.94, 0.16]]
}



{
  "formula": "C5H8N2",
  "method": "the ωB97M-V functional and the def2-TZVPD basis",
  "homo_lumo_gap_ha": [0.112, 0.246],
  "s_squared": 0.7674,
  "charge": -1,
  "e_homo_ev": [1.4, -2.3],
  "spin_multiplicity": 2,
  "e_above_lowest_ev": 1.403,
  "elements": ["C", "C", "C", "C", "N", "C", "N", "H", "H", "H", "H", "H", "H", "H", "H"],
  "xyz": [[1.06, 1.86, 0.68], [1.25, 0.60, -0.16], [0.02, -0.23, -0.22], [-0.18, -1.50, -0.79], [-1.51, -1.85, -0.57], [-2.08, -0.78, 0.18], [-1.20, 0.23, 0.26], [0.14, 1.86, 1.26], [1.03, 2.78, 0.08], [1.90, 2.07, 1.37], [1.63, 0.91, -1.15], [2.07, -0.02, 0.25], [0.64, -2.19, -1.01], [-1.93, -2.62, -1.04], [-2.85, -1.13, 0.87]]
}



{
  "formula": "C2H6NO2S",
  "method": "the ωB97M-V functional and the def2-TZVPD basis",
  "homo_lumo_gap_ha": 0.279,
  "charge": -1,
  "e_homo_ev": -3.7,
  "e_above_lowest_ev": 5.703,
  "elements": ["C", "C", "N", "O", "O", "S", "H", "H", "H", "H", "H", "H"],
  "xyz": [[1.32, 1.84, 0.90], [0.01, -1.40, 1.52], [0.06, -0.81, 0.25], [2.52, -1.23, 0.01], [1.35, -0.03, -1.84], [1.52, -0.21, -0.35], [1.49, 1.31, 1.86], [0.14, 1.63, 0.76], [0.88, -1.34, 2.11], [-0.87, -0.94, 2.06], [-0.31, -2.43, 1.68], [-0.64, -0.06, 0.16]]
}



{
  "formula": "C13H22F3N2O7PtS",
  "method": "the ωB97M-V functional and the def2-TZVPD basis",
  "homo_lumo_gap_ha": [0.149, 0.152],
  "charge": 3,
  "e_homo_ev": [-19.1, -19.2],
  "elements": ["Pt", "C", "C", "O", "C", "C", "O", "C", "C", "O", "C", "C", "O", "H", "H", "H", "H", "H", "H", "H", "H", "H", "H", "H", "H", "H", "H", "H", "H", "F", "C", "F", "F", "S", "O", "O", "O", "C", "N", "C", "C", "N", "C", "H", "H", "H", "H", "H", "H"],
  "xyz": [[0.37, 0.29, 0.15], [-0.63, -2.69, 0.71], [-0.11, -2.89, -0.72], [0.46, -1.68, -1.24], [0.02, -1.29, -2.53], [-1.35, -0.60, -2.48], [-1.23, 0.58, -1.67], [-2.47, 1.14, -1.22], [-2.24, 1.91, 0.10], [-1.75, 1.08, 1.14], [-2.67, 0.20, 1.77], [-2.00, -1.16, 1.97], [-1.38, -1.49, 0.74], [0.19, -2.62, 1.44], [-1.25, -3.56, 0.99], [-0.91, -3.25, -1.37], [0.68, -3.66, -0.69], [-0.03, -2.16, -3.20], [0.77, -0.60, -2.91], [-2.11, -1.27, -2.06], [-1.65, -0.30, -3.50], [-3.22, 0.35, -1.09], [-2.83, 1.84, -1.98], [-3.18, 2.39, 0.40], [-1.47, 2.68, -0.03], [-3.58, 0.11, 1.17], [-2.93, 0.63, 2.75], [-2.74, -1.92, 2.24], [-1.25, -1.12, 2.77], [3.52, 0.35, 1.58], [3.22, 0.61, 2.85], [3.49, -0.43, 3.59], [3.81, 1.69, 3.25], [1.32, 0.83, 2.73], [0.72, 1.07, 3.98], [1.16, 1.82, 1.65], [0.97, -0.48, 2.09], [2.55, 4.24, -3.32], [2.45, 3.00, -2.62], [3.31, 1.96, -2.66], [2.80, 0.98, -1.83], [1.62, 1.43, -1.31], [1.44, 2.65, -1.79], [3.43, 4.24, -3.96], [2.61, 5.08, -2.63], [1.66, 4.40, -3.94], [4.20, 1.95, -3.26], [3.22, 0.02, -1.58], [0.62, 3.30, -1.55]]
}



{
  "formula": "C11H17N5O4",
  "method": "the ωB97M-V functional and the def2-TZVPD basis",
  "homo_lumo_gap_ha": 0.340,
  "charge": 0,
  "e_homo_ev": -9.1,
  "e_above_lowest_ev": 6.173,
  "elements": ["N", "C", "O", "C", "C", "C", "N", "C", "O", "N", "C", "C", "C", "C", "N", "C", "N", "C", "O", "O", "H", "H", "H", "H", "H", "H", "H", "H", "H", "H", "H", "H", "H", "H", "H", "H", "H"],
  "xyz": [[-3.57, 0.65, 1.58], [-3.41, -0.38, 0.63], [-4.25, -0.73, -0.21], [-2.10, -1.13, 0.60], [-1.57, -1.25, -0.83], [-0.28, -2.15, -1.13], [-0.75, -3.47, -0.51], [0.78, -1.49, -0.29], [1.06, -2.05, 0.78], [1.33, -0.28, -0.79], [2.45, 0.42, -0.26], [2.15, 1.53, 0.97], [0.88, 2.21, 0.46], [0.86, 3.20, -0.50], [-0.51, 3.47, -0.90], [-1.17, 2.52, -0.19], [-0.40, 1.70, 0.54], [3.69, -0.54, 0.38], [4.80, -0.19, -0.17], [3.67, -1.56, 1.14], [-4.39, 1.19, 1.30], [-2.57, 1.10, 1.83], [-2.11, -2.11, 1.19], [-1.53, -0.63, 1.34], [-1.28, -0.28, -1.14], [-2.33, -1.79, -1.48], [-0.08, -2.25, -2.21], [-0.13, -3.57, 0.50], [-0.28, -4.31, -1.24], [1.15, -0.24, -1.73], [3.19, 1.00, -0.98], [1.99, 0.91, 2.02], [3.06, 2.12, 1.26], [1.81, 3.59, -1.17], [-0.77, 4.12, -1.79], [-2.25, 2.40, -0.35], [2.81, -1.74, 1.36]]
}



Number 1: molecular weight 330.5 u, DFT total energy -1357.29757 Eh. Number 2: molecular weight 111.0 u, DFT total energy -682.91714 Eh. Number 3: molecular weight 96.1 u, DFT total energy -304.74309 Eh. Number 4: molecular weight 108.1 u, DFT total energy -683.11606 Eh. Number 5: molecular weight 602.5 u, DFT total energy -1960.51214 Eh. Number 6: molecular weight 283.3 u, DFT total energy -1003.97682 Eh.